No. 1
ORCA calculation (wB97M-V/def2-TZVPD) on 2 unconnected molecules or ions with the total composition C20H25NO4S2 in a non-equilibrium geometry.

Element x y z (Å)
C  0.9870  -0.8991  -0.8269
C  -0.1803  -1.4642  -1.2496
S  -1.1458  -0.6323  -2.5388
O  -0.2664  -0.2969  -3.6441
O  -2.3854  -1.3529  -2.7171
C  -1.6359  0.9020  -1.7123
C  -2.8068  0.9179  -0.9541
C  -3.1053  2.0328  -0.1684
C  -2.2625  3.1451  -0.1897
C  -1.1351  3.1541  -1.0125
C  -0.8316  2.0393  -1.7973
S  -0.6285  -3.1666  -0.8306
O  0.2462  -3.6453  0.2105
O  -0.8329  -3.9428  -2.0312
C  -2.2585  -2.9214  -0.1070
C  -3.3896  -3.3953  -0.7607
C  -4.6514  -3.1516  -0.2136
C  -4.7675  -2.4278  0.9762
C  -3.6208  -1.9525  1.6214
C  -2.3594  -2.2183  1.0895
H  1.4403  -0.2317  -1.5642
H  1.5820  -1.4380  -0.0987
H  -3.4761  0.0587  -0.9690
H  -3.9966  2.0190  0.4596
H  -2.4881  4.0132  0.4282
H  -0.4832  4.0270  -1.0533
H  0.0201  2.0481  -2.4764
H  -3.2956  -3.9345  -1.6982
H  -5.5440  -3.5102  -0.7321
H  -5.7517  -2.2149  1.4008
H  -3.7043  -1.3606  2.5351
H  -1.4568  -1.8621  1.5797
C  3.9420  1.9238  -0.4575
C  3.6591  0.8566  0.6031
C  4.6722  -0.2875  0.4765
C  3.6638  1.4208  2.0376
C  2.2042  1.6753  2.3986
C  1.3300  0.8901  1.4436
N  2.1983  0.4938  0.3209
H  4.9289  2.3940  -0.3555
H  3.8830  1.4568  -1.4586
H  3.1860  2.7256  -0.3656
H  5.7030  0.1016  0.6102
H  4.5427  -1.0500  1.2601
H  4.6232  -0.7591  -0.5162
H  4.1106  0.7404  2.7702
H  4.2476  2.3453  2.1091
H  1.9898  1.4172  3.4321
H  1.9728  2.7239  2.2266
H  0.9417  -0.0199  1.9001
H  0.4866  1.4763  1.0445
H  1.8991  1.1368  -0.4349

Force components x, y, z for each atom (eV/Å):
-1.2073 -3.3654 -2.9330
0.6403 0.2616 0.0599
-0.3382 0.4924 0.0644
-0.5511 -0.2317 0.8427
0.7150 0.0111 -0.2453
0.1463 0.1321 -0.0659
0.1015 -0.1449 0.1966
0.1234 -0.0139 -0.2236
0.0403 -0.1130 0.0098
-0.0304 -0.1382 -0.1818
0.0577 -0.1033 0.2159
-1.6638 0.0858 0.5143
0.1745 0.5019 -0.3699
0.5878 0.7265 0.3939
0.0706 -0.1624 0.0485
-0.2247 -0.0064 0.0272
0.1048 0.0847 0.1287
0.1387 0.0759 -0.0635
0.0386 -0.0456 -0.0413
-0.1845 0.1143 -0.0841
-0.3396 -0.1799 0.5519
-0.2210 -0.1789 -0.6247
0.2495 0.0936 0.0662
0.2227 0.0679 -0.2111
0.0458 -0.1991 -0.1289
-0.2331 -0.1709 -0.0032
-0.1011 -0.0602 0.1936
0.0975 0.1332 0.1374
0.3150 0.1031 0.2040
0.3123 -0.0960 -0.1659
-0.0067 -0.2536 -0.2374
-0.1348 -0.0285 -0.0210
0.3363 0.3464 -0.0340
-0.5326 0.3273 -0.0805
0.0728 -0.1952 -0.0517
-0.0095 0.0512 0.2169
-0.2796 0.7410 0.2239
0.3326 -0.5848 -0.2298
1.1686 2.7251 0.6760
-0.1195 -0.2188 -0.0047
-0.0302 0.3357 0.3473
0.3400 -0.2434 -0.1830
-0.5792 -0.0359 -0.1126
-0.1746 0.1599 -0.3405
-0.0071 0.0489 0.3075
-0.0004 -0.1709 -0.3369
-0.0560 -0.1259 -0.1220
-0.0329 0.2225 0.1299
0.0313 0.2366 0.3441
-0.2136 -0.0788 0.1843
0.1465 -0.2624 0.3381
0.6614 -0.6709 0.6731

The gap between HOMO and LUMO is 8.773 eV. As for the total energy: -1929.06151 a.u. Its HOMO energy is -8.857 eV. Its energy relative to the best compared isomer or geometry (same formula, charge and spin) is 353.7 kJ/mol. For the LUMO energy, the calculation gives -0.1 eV. The calculation puts the molecular weight at 407.56 Da.

***

No. 2
ORCA calculation (wB97M-V/def2-TZVPD) on a molecular structure, C4H4AgO2 in a non-equilibrium geometry.

Element x y z (Å)
C  1.6174  0.1023  -0.7401
O  1.2754  -0.5810  -1.7919
H  2.0544  -0.8293  -2.3068
C  0.5370  1.2015  0.9094
C  0.4225  0.0051  0.2545
C  -0.8939  -0.4764  -0.0939
O  -1.9143  -0.2299  0.5468
Ag  -3.6639  -0.8921  1.0945
H  1.4879  1.4555  1.3815
H  -0.3562  1.7889  1.1331
H  -0.5663  -1.5446  -0.3872

Force components x, y, z for each atom (eV/Å):
-5.0052 -4.4843 -0.0313
1.9354 2.0090 1.8324
0.5610 -0.2444 -1.2118
-0.2852 -0.1674 1.7303
3.3891 5.9416 -1.3324
0.7992 -5.0674 1.9224
3.6525 1.7253 -2.2499
-3.0310 -1.0866 0.8911
-0.0551 0.5913 -0.5812
0.2580 -0.0402 0.2572
-2.2185 0.8231 -1.2268

The gap between HOMO and LUMO (alpha / beta) is 9.027 / 7.297 eV. As for the total energy: -451.32944 a.u. As for the net charge: +2. Its spin multiplicity is 2. Its HOMO energy (alpha / beta) is -19.414 / -19.469 eV. Its energy relative to the best compared isomer or geometry (same formula, charge and spin) is 127.3 kJ/mol. For the LUMO energy (alpha / beta), the calculation gives -10.4 / -12.2 eV. The calculation puts the molecular weight at 191.94 Da.

***

No. 3
ORCA calculation (wB97M-V/def2-TZVPD) on a molecular structure, C9H5BrF6N2O4PtS2 in a non-equilibrium geometry.

Element x y z (Å)
Pt  1.6840  -0.6682  0.7796
F  4.8312  -2.0784  -2.1138
C  4.0948  -0.9986  -1.8987
F  2.8231  -1.4042  -1.6977
F  4.1040  -0.2586  -2.9989
S  4.6044  0.0039  -0.3782
O  3.9624  -0.6897  0.7220
O  6.0182  0.0448  -0.3581
N  3.9091  1.3477  -0.7679
S  2.8877  2.1875  0.0552
O  3.2399  3.5360  0.2988
O  2.2742  1.4801  1.1632
C  1.5399  2.1885  -1.2625
F  0.4325  2.8374  -0.9182
F  1.1987  0.8919  -1.4407
F  1.9537  2.6557  -2.4286
N  -0.3643  -0.0749  0.8606
C  -1.4792  -0.3804  0.9497
C  -2.8614  -0.5802  0.9646
C  -3.5607  -0.2954  -0.2192
C  -4.9367  -0.3925  -0.2381
C  -5.6272  -0.7711  0.9060
C  -4.9329  -1.0789  2.0690
C  -3.5546  -0.9877  2.1118
H  -3.0075  0.0086  -1.0944
H  -5.4726  -0.1611  -1.1453
H  -6.7071  -0.8133  0.8935
H  -5.4749  -1.3845  2.9514
H  -3.0104  -1.2192  3.0156
Br  1.4331  -2.9442  1.2190

Force components x, y, z for each atom (eV/Å):
-0.0317 0.7049 0.3454
0.2154 0.1980 0.4068
-0.4550 -0.0287 -0.0183
0.2386 -0.0101 -0.1776
0.2007 0.1761 0.0567
0.0248 -0.5473 -1.1905
-0.2407 -0.3783 0.4729
0.3691 0.1610 -0.0703
0.3328 0.3482 0.3798
-0.5645 0.4534 -1.4643
0.2538 0.2453 -0.0190
-0.3834 -0.4683 0.5977
-0.0489 -0.1860 0.0068
0.2472 0.1225 0.3458
-0.0440 -0.0352 -0.1041
0.2379 0.1139 0.1749
-1.3451 -0.8097 0.2664
2.2852 0.8383 -0.1134
-1.5820 -0.1985 -0.1247
0.1906 -0.0767 0.2995
-0.0908 0.0033 0.0037
0.1824 0.0380 -0.0039
-0.0975 -0.0127 0.0211
0.2719 0.0865 -0.2287
0.0035 0.0387 -0.0943
-0.0599 0.0171 -0.0734
-0.0255 -0.0644 -0.0042
-0.0093 -0.0137 0.0642
0.0225 0.0053 0.0429
-0.0983 -0.7208 0.2020

The gap between HOMO and LUMO (alpha / beta) is 7.941 / 6.992 eV. As for the total energy: -4845.24537 a.u. Its spin multiplicity is 3. Its HOMO energy (alpha / beta) is -8.803 / -9.767 eV. For the LUMO energy (alpha / beta), the calculation gives -0.9 / -2.8 eV. The calculation puts the molecular weight at 658.25 Da.